Computed, not measured: a molecular structure, C34H32Br2Cl3F3GeMnN5O3Sb in a non-equilibrium geometry, with wB97M-V/def2-TZVPD.

Molecular weight = 1131.13 g mol⁻¹
<S²> = 8.804
Multiplicity = 6
Kohn-Sham gap (spin up / spin down) = 6.30 / 5.24 eV
Energy = -329540.94128 eV
ΔE to the lowest compared entry with this formula, charge and spin = 18.8 kcal per mole
Charge = +2

CARTESIAN COORDINATES (ANGSTROEM)
Mn1 0.77 -0.21 -0.65
C1 4.07 -0.84 -1.93
C2 4.04 -0.61 -0.45
C3 5.22 -0.61 0.31
C4 5.17 -0.38 1.66
C5 3.92 -0.17 2.29
C6 3.73 0.04 3.68
Br1 5.21 0.12 4.84
C7 2.47 0.17 4.19
C8 1.34 0.10 3.35
Br2 -0.38 0.19 4.12
C9 1.47 -0.08 1.99
O1 0.43 -0.22 1.16
C10 2.78 -0.20 1.46
N1 2.86 -0.38 0.11
H1 4.95 -1.40 -2.22
H2 4.10 0.12 -2.46
H3 3.19 -1.40 -2.24
H4 6.16 -0.80 -0.18
H5 6.07 -0.38 2.25
H6 2.33 0.33 5.25
N2 0.78 0.09 -2.74
C11 0.19 1.41 -3.06
C12 0.67 2.02 -4.38
C13 2.18 2.19 -4.62
C14 2.93 3.12 -3.65
N3 2.41 4.48 -3.63
C15 2.75 5.46 -4.44
N4 3.68 5.30 -5.38
N5 2.15 6.65 -4.32
C16 0.33 2.32 -1.82
O2 0.20 3.52 -1.91
O3 0.55 1.69 -0.72
H7 1.74 0.05 -3.07
H8 0.28 -0.65 -3.23
H9 -0.89 1.25 -3.15
H10 0.17 2.99 -4.47
H11 0.27 1.40 -5.19
H12 2.30 2.58 -5.63
H13 2.68 1.22 -4.62
H14 3.99 3.14 -3.90
H15 2.88 2.75 -2.62
H16 1.61 4.60 -3.01
H17 4.17 4.44 -5.50
H18 3.99 6.08 -5.94
H19 1.47 6.80 -3.59
H20 2.39 7.42 -4.90
F1 -5.16 5.65 0.70
C17 -4.82 4.36 0.57
C18 -3.50 4.00 0.77
C19 -3.15 2.67 0.63
C20 -4.13 1.74 0.29
C21 -5.46 2.11 0.11
C22 -5.81 3.44 0.25
Sb1 -3.66 -0.33 -0.01
C23 -3.56 -0.47 -2.13
C24 -3.19 -1.66 -2.76
C25 -3.17 -1.74 -4.15
C26 -3.53 -0.62 -4.87
F2 -3.51 -0.68 -6.21
C27 -3.90 0.57 -4.27
C28 -3.90 0.65 -2.89
C29 -5.52 -1.18 0.45
C30 -5.94 -1.19 1.78
C31 -7.17 -1.74 2.12
C32 -7.95 -2.26 1.10
F3 -9.14 -2.78 1.42
C33 -7.55 -2.27 -0.22
C34 -6.32 -1.73 -0.54
H21 -2.78 4.75 1.04
H22 -2.13 2.37 0.79
H23 -6.22 1.38 -0.12
H24 -6.83 3.78 0.12
H25 -2.92 -2.53 -2.18
H26 -2.91 -2.65 -4.66
H27 -4.18 1.42 -4.89
H28 -4.19 1.57 -2.41
H29 -5.32 -0.78 2.57
H30 -7.52 -1.77 3.14
H31 -8.20 -2.70 -0.97
H32 -5.99 -1.74 -1.58
Cl1 -2.84 -3.04 0.38
Ge1 -0.68 -3.07 1.45
Cl2 0.45 -2.36 -0.85
Cl3 -0.27 -5.16 1.11